{
  "formula": "C35H49AsIrN4O6",
  "method": "the ωB97M-V functional and the def2-TZVPD basis",
  "elements": ["Ir", "O", "C", "C", "C", "C", "C", "C", "C", "C", "N", "H", "H", "H", "H", "H", "H", "H", "H", "H", "H", "H", "C", "C", "O", "C", "C", "C", "C", "C", "C", "O", "H", "H", "H", "H", "H", "H", "H", "C", "C", "C", "C", "C", "C", "O", "N", "C", "O", "N", "C", "O", "H", "H", "H", "H", "H", "H", "H", "H", "H", "H", "H", "C", "C", "As", "C", "C", "C", "C", "H", "H", "H", "H", "H", "H", "H", "H", "H", "H", "H", "H", "H", "H", "H", "C", "C", "C", "N", "C", "C", "H", "H", "H", "H", "H"],
  "xyz": [[0.087, 0.844, 0.254], [-0.435, -1.839, 2.128], [-1.511, -1.963, 3.066], [-1.829, -0.689, 3.840], [-1.918, 0.631, 3.042], [-2.639, 0.528, 1.734], [-4.008, 0.283, 1.778], [-4.752, 0.147, 0.626], [-4.089, 0.270, -0.583], [-2.737, 0.517, -0.574], [-1.992, 0.647, 0.548], [0.328, -1.403, 2.540], [-1.300, -2.757, 3.785], [-2.358, -2.281, 2.456], [-1.067, -0.531, 4.606], [-2.766, -0.885, 4.366], [-0.913, 1.005, 2.886], [-2.440, 1.360, 3.666], [-4.477, 0.202, 2.750], [-5.816, -0.043, 0.668], [-4.604, 0.192, -1.530], [-2.212, 0.631, -1.504], [4.348, 0.818, -0.477], [3.099, 1.018, 0.316], [2.045, 0.551, -0.187], [3.097, 1.661, 1.600], [4.215, 2.411, 2.024], [4.219, 3.042, 3.241], [3.099, 2.922, 4.074], [2.000, 2.184, 3.695], [1.976, 1.527, 2.455], [0.918, 0.783, 2.166], [4.122, 0.253, -1.377], [5.111, 0.309, 0.112], [4.757, 1.790, -0.764], [5.073, 2.506, 1.371], [5.074, 3.621, 3.557], [3.095, 3.419, 5.036], [1.142, 2.082, 4.346], [1.653, 3.577, -3.963], [1.332, 2.141, -4.352], [-0.130, 1.683, -4.038], [-1.169, 2.619, -4.661], [-2.606, 2.167, -4.436], [-0.234, 0.303, -4.656], [-0.456, 0.111, -5.820], [0.036, -0.763, -3.808], [0.179, -0.728, -2.441], [0.448, -1.745, -1.817], [-0.007, 0.473, -1.814], [-0.268, 1.637, -2.537], [-0.584, 2.644, -1.912], [2.724, 3.752, -4.071], [1.372, 3.796, -2.931], [1.142, 4.293, -4.605], [2.024, 1.453, -3.854], [1.466, 2.000, -5.426], [-0.954, 2.667, -5.729], [-1.022, 3.614, -4.245], [-2.792, 1.184, -4.871], [-3.301, 2.863, -4.904], [-2.852, 2.142, -3.371], [0.104, -1.675, -4.239], [-0.821, -5.754, 3.035], [0.349, -5.693, 2.065], [0.391, -4.168, 0.857], [-1.378, -4.151, 0.061], [-1.646, -5.294, -0.914], [1.993, -4.494, -0.204], [1.891, -5.671, -1.172], [-0.766, -6.674, 3.616], [-1.784, -5.757, 2.524], [-0.806, -4.923, 3.739], [0.345, -6.556, 1.390], [1.306, -5.709, 2.588], [-1.512, -3.179, -0.402], [-2.033, -4.213, 0.932], [-0.983, -5.245, -1.774], [-2.671, -5.217, -1.279], [-1.541, -6.272, -0.444], [2.752, -4.662, 0.563], [2.215, -3.570, -0.728], [1.631, -6.605, -0.675], [2.862, -5.815, -1.646], [1.166, -5.473, -1.957], [-0.122, 5.625, 1.373], [-1.178, 4.805, 1.733], [-1.103, 3.453, 1.459], [-0.033, 2.907, 0.878], [0.976, 3.702, 0.504], [0.972, 5.061, 0.737], [-0.157, 6.687, 1.572], [-2.060, 5.200, 2.217], [-1.920, 2.798, 1.700], [1.804, 3.231, 0.000], [1.811, 5.659, 0.415]],
  "forces_ev_per_a": [[1.1, 0.0, 1.8], [0.2, 0.1, 0.0], [-0.1, 0.2, -0.1], [0.0, 0.0, -0.1], [0.2, -0.1, 0.0], [-0.1, -0.3, 0.0], [0.0, 0.0, 0.1], [0.0, 0.0, -0.1], [0.0, 0.0, 0.0], [0.1, 0.1, -0.1], [-0.2, -0.1, -0.1], [-0.2, 0.1, 0.0], [0.0, 0.0, 0.0], [-0.1, 0.1, 0.1], [0.0, -0.1, 0.1], [0.0, 0.0, 0.0], [0.0, 0.0, 0.0], [0.0, 0.0, 0.0], [0.0, 0.0, 0.0], [0.0, 0.0, 0.0], [0.0, 0.0, 0.0], [0.0, 0.0, 0.0], [0.0, 0.0, 0.0], [-0.1, -0.4, 0.3], [0.3, 0.6, -0.5], [0.1, 0.1, -0.1], [0.0, 0.0, 0.1], [0.0, 0.0, -0.1], [-0.1, 0.0, 0.0], [0.2, -0.1, 0.0], [-0.2, -0.1, 0.0], [-0.4, -0.2, 0.0], [0.0, 0.0, 0.0], [0.0, 0.0, 0.0], [0.0, 0.0, 0.0], [0.0, 0.0, 0.0], [0.0, 0.0, 0.0], [0.0, 0.0, 0.0], [0.0, 0.0, 0.0], [0.0, 0.0, 0.0], [-0.1, 0.0, 0.0], [0.1, -0.3, 0.0], [0.1, 0.0, 0.0], [0.0, 0.0, 0.0], [0.0, 0.1, 0.0], [0.0, 0.0, -0.1], [0.0, -0.2, 0.0], [0.1, 0.3, 0.4], [-0.1, -0.3, 0.5], [-0.9, 1.5, -0.7], [-0.3, 0.4, 0.6], [0.1, -0.3, -0.4], [0.0, 0.0, 0.0], [0.0, 0.0, 0.0], [0.0, 0.0, 0.0], [0.0, 0.0, 0.0], [0.0, 0.0, 0.0], [0.0, 0.0, 0.0], [0.0, 0.0, 0.0], [0.0, 0.0, 0.0], [0.0, 0.0, 0.0], [0.0, 0.0, 0.0], [0.0, 0.0, 0.0], [0.0, 0.0, 0.0], [0.1, 0.0, 0.1], [0.0, -0.4, 0.3], [0.1, 0.1, -0.1], [0.0, 0.0, 0.0], [-0.1, 0.1, -0.2], [0.0, 0.0, 0.0], [0.0, 0.0, 0.0], [0.0, 0.0, 0.0], [0.0, 0.0, 0.0], [0.0, 0.0, 0.0], [0.0, 0.0, 0.0], [0.0, 0.1, -0.1], [0.0, 0.1, 0.0], [0.0, 0.0, 0.0], [0.0, 0.0, 0.0], [0.0, 0.0, 0.0], [0.0, 0.0, 0.0], [0.0, 0.1, 0.0], [0.0, 0.0, 0.0], [0.0, 0.0, 0.0], [0.0, 0.0, 0.0], [0.0, 0.0, 0.0], [0.1, 0.0, 0.0], [-0.2, -0.1, 0.1], [0.0, -1.2, -1.5], [0.1, 0.0, -0.1], [0.0, 0.0, 0.1], [0.0, 0.0, 0.0], [0.0, 0.0, 0.0], [0.0, 0.0, 0.0], [0.0, 0.0, -0.1], [0.0, 0.0, 0.0]],
  "lowdin_spin": [0.00, 0.11, 0.00, 0.00, 0.00, 0.00, 0.00, 0.00, 0.00, 0.00, 0.00, 0.00, 0.00, 0.00, 0.00, 0.00, 0.00, 0.00, 0.00, 0.00, 0.00, 0.00, 0.00, 0.00, 0.00, 0.00, 0.00, 0.00, 0.00, 0.00, 0.00, 0.00, 0.00, 0.00, 0.00, 0.00, 0.00, 0.00, 0.00, 0.00, 0.00, 0.00, 0.00, 0.00, 0.00, 0.00, 0.00, 0.00, 0.00, 0.00, 0.00, 0.00, 0.00, 0.00, 0.00, 0.00, 0.00, 0.00, 0.00, 0.00, 0.00, 0.00, 0.00, 0.00, 0.08, 0.54, 0.06, 0.03, 0.09, 0.03, 0.00, 0.00, 0.00, 0.02, 0.00, 0.00, 0.00, 0.00, 0.01, 0.00, 0.00, 0.00, 0.00, 0.01, 0.00, 0.00, 0.00, 0.00, 0.00, 0.00, 0.00, 0.00, 0.00, 0.00, 0.00, 0.00],
  "lumo_energy_ev": [-6.33, -6.98],
  "total_charge": 2,
  "e_homo_ev": [-13.5, -13.5],
  "de_lowest_kcal_mol": 40.1,
  "homo_lumo_gap_ev": [7.172, 6.524],
  "s2": 0.752,
  "spin_multiplicity": 2,
  "energy_ha": -4373.1788
}